Record 1
{
  "formula": "C4H16NO2",
  "method": "the ωB97M-V functional and the def2-TZVPD basis",
  "elements": ["C", "C", "C", "C", "N", "H", "H", "H", "H", "H", "H", "H", "H", "H", "H", "H", "H", "H", "H", "O", "H", "H", "O"],
  "positions_angstrom": [[-0.64498, -1.40647, -0.62364], [-1.78269, -0.67634, 0.05032], [-1.37355, 0.41007, 1.06608], [-0.99890, 1.75906, 0.50602], [0.73646, -1.01633, -0.05448], [-0.72543, -2.46306, -0.40728], [-0.46548, -1.30586, -1.68170], [-2.43876, -0.22386, -0.68502], [-2.47503, -1.32546, 0.57973], [-2.13654, 0.42262, 1.84931], [-0.64879, -0.11538, 1.71399], [-1.42894, 1.93156, -0.48294], [0.05548, 1.98852, 0.35557], [-1.42349, 2.50208, 1.15663], [0.78816, -0.13944, 0.46818], [1.38736, -0.88292, -0.83969], [1.09278, -1.79678, 0.49254], [0.46413, -0.55373, -3.65201], [1.96263, -0.97921, -3.46335], [1.18445, -0.62756, -3.01286], [2.41165, 2.00589, 1.85738], [1.76512, 1.62447, 3.19939], [1.89346, 1.31897, 2.29458]],
  "forces_ev_per_angstrom": [[1.0, -0.3, 0.6], [-1.0, 1.2, 0.2], [0.1, -2.0, 0.7], [-0.1, 0.3, -0.4], [0.4, -0.4, -0.8], [0.0, -0.3, -0.1], [-0.7, 0.3, -0.2], [0.1, 0.2, -0.4], [0.4, -0.6, 0.0], [-0.5, 0.7, -0.6], [0.6, 0.8, -0.2], [-0.3, -0.2, 0.1], [0.2, -0.3, 0.4], [0.1, 0.6, 0.2], [-0.3, -0.1, 0.4], [-0.3, -0.2, -0.2], [0.2, 0.4, 0.4], [0.4, 0.0, -0.1], [-0.3, 0.1, -0.2], [0.1, -0.1, 0.4], [0.0, 0.0, 0.2], [0.0, 0.0, -0.1], [0.0, -0.1, -0.3]],
  "homo_lumo_gap_ha": 0.4416,
  "e_above_lowest_kcal_mol": 27.0,
  "total_charge": 1
}

***

Record 2
{
  "formula": "C3H5NO2",
  "method": "the ωB97M-V functional and the def2-TZVPD basis",
  "elements": ["N", "C", "C", "O", "C", "O", "H", "H", "H", "H", "H"],
  "positions_angstrom": [[-0.22148, -0.57456, -1.58534], [-0.06346, -0.04420, -0.33020], [0.39532, 1.28688, 0.20819], [-0.04228, 0.88002, 1.54890], [-0.40632, -0.38867, 0.99507], [-1.04709, -1.34774, 1.67423], [-0.79864, -1.41233, -1.61744], [0.61844, -0.66959, -2.15690], [0.23640, -1.39797, 1.23233], [1.46884, 1.52410, 0.19014], [-0.19759, 2.13922, -0.15388]],
  "forces_ev_per_angstrom": [[0.2, -0.4, 0.0], [-0.2, -0.3, 1.1], [0.0, 0.0, 0.2], [0.0, -0.5, -0.6], [-0.2, 1.0, -0.7], [1.1, 0.4, -0.6], [0.2, 0.3, 0.0], [-0.4, 0.1, 0.3], [-0.5, -0.4, 0.2], [-0.3, -0.1, 0.0], [0.1, -0.3, 0.1]],
  "homo_lumo_gap_ha": [0.2990, 0.2990],
  "e_above_lowest_kcal_mol": 122.7
}

***

Record 3
{
  "formula": "C4H8O3",
  "method": "the ωB97M-V functional and the def2-TZVPD basis",
  "elements": ["C", "C", "O", "C", "O", "C", "O", "H", "H", "H", "H", "H", "H", "H", "H"],
  "positions_angstrom": [[-1.76200, 0.96696, -0.54381], [-0.35753, 0.56486, -0.10966], [-0.34707, 0.63648, 1.29332], [0.01915, -0.85238, -0.57419], [1.10849, -1.54596, 0.11426], [2.13224, -0.98515, 0.74283], [2.30138, 0.18310, 1.01569], [-2.49844, 0.26487, -0.14451], [-1.89261, 1.04782, -1.62690], [-1.97231, 1.94678, -0.10565], [0.34981, 1.27860, -0.55066], [0.59429, 0.66233, 1.52658], [0.29942, -0.86229, -1.63402], [-0.82690, -1.52459, -0.41060], [2.85208, -1.78141, 1.00734]],
  "forces_ev_per_angstrom": [[-0.1, -0.1, -0.1], [0.0, 0.0, -0.2], [0.2, 0.1, 0.2], [-0.1, 0.0, 0.0], [0.1, 0.2, 0.0], [0.1, 0.3, 0.0], [0.0, -0.6, -0.3], [0.1, 0.0, 0.0], [0.1, -0.1, 0.1], [0.0, -0.1, -0.1], [0.1, 0.0, 0.2], [-0.2, 0.1, 0.2], [-0.2, 0.0, 0.2], [0.1, 0.1, -0.1], [-0.2, 0.2, 0.0]],
  "homo_lumo_gap_ha": 0.4084,
  "e_above_lowest_kcal_mol": 26.4,
  "smiles": "C[C@@H](O)COC=O"
}

***

Record 4
{
  "formula": "C5H15NOP",
  "method": "the ωB97M-V functional and the def2-TZVPD basis",
  "elements": ["C", "C", "C", "C", "C", "N", "O", "P", "H", "H", "H", "H", "H", "H", "H", "H", "H", "H", "H", "H", "H", "H", "H"],
  "positions_angstrom": [[-1.02084, -0.99890, -1.62008], [0.01472, -2.18933, 0.36403], [-0.19150, 1.84181, -0.05712], [-0.69936, 0.63881, 0.63672], [-0.01229, -0.90224, -0.49690], [1.42493, 1.97667, 0.06864], [1.28970, -0.54409, -0.81373], [-0.19411, 0.49866, 2.47365], [-1.10185, -0.10098, -2.40867], [-2.02461, -1.19548, -1.18892], [-0.74744, -1.91416, -2.26919], [0.78014, -2.10216, 1.19925], [-1.00304, -2.27653, 0.77086], [0.20063, -3.09354, -0.35327], [-0.45739, 1.67953, -1.12725], [-0.43901, 2.80192, 0.39523], [-1.73327, 0.69674, 0.59878], [1.56581, 2.87374, -0.36680], [1.79036, 1.14036, -0.39888], [1.55387, 2.01761, 1.13902], [1.22660, -0.11773, -1.67958], [0.85929, -0.36002, 2.42200], [-1.08133, -0.37068, 2.71221]],
  "forces_ev_per_angstrom": [[0.1, -0.1, -2.4], [0.2, 0.1, -0.8], [1.6, -0.1, -0.4], [3.9, -2.8, 0.0], [-1.9, 1.2, 2.8], [-2.9, -0.2, 1.8], [0.0, 0.4, -1.1], [1.5, 4.2, -1.6], [0.3, -1.7, 2.0], [0.6, 0.2, -0.4], [-0.4, 1.3, 0.9], [-1.0, -0.4, -1.2], [0.4, -0.3, 0.1], [-0.1, 1.6, 1.5], [0.5, 1.0, 0.5], [-0.8, -0.1, -0.4], [-2.1, -0.3, -0.1], [0.9, 0.2, -0.1], [0.6, 0.1, 0.5], [0.4, -0.2, -2.1], [0.3, -0.4, -0.3], [0.9, -0.8, -0.3], [-3.0, -3.1, 1.1]],
  "homo_lumo_gap_ha": 0.3356,
  "e_above_lowest_kcal_mol": 66.8,
  "total_charge": 1
}

***

Record 5
{
  "formula": "C7H8NO2S2",
  "method": "the ωB97M-V functional and the def2-TZVPD basis",
  "elements": ["C", "C", "C", "C", "C", "C", "C", "N", "O", "O", "S", "S", "H", "H", "H", "H", "H", "H", "H", "H"],
  "positions_angstrom": [[-2.11022, -0.64550, 0.05125], [-3.00469, -0.12729, 0.89600], [-0.71922, -0.36341, 0.41428], [-0.78114, 0.61713, 1.51333], [0.33426, -0.97413, -0.06946], [0.22442, 1.36982, 2.03186], [2.35722, 0.36563, -0.48591], [2.13484, 1.01231, -1.59751], [1.04988, -1.50493, -2.57510], [-0.61289, -3.09123, -1.55131], [-2.46932, 0.86771, 2.11828], [0.02283, -1.80045, -1.58184], [-2.37338, -1.41484, -0.78097], [-4.06011, -0.30869, 0.91663], [0.14162, 2.07792, 2.89162], [1.21925, 1.08605, 1.73225], [2.26574, 1.06668, 0.45813], [2.84964, -0.58798, -0.42050], [2.03907, 0.53406, -2.47081], [1.49219, 1.82115, -1.49022]],
  "forces_ev_per_angstrom": [[-0.1, -1.6, -1.8], [-1.1, -0.5, -0.6], [-3.6, 0.9, 1.3], [0.7, 1.7, 1.8], [2.2, -0.3, -2.4], [-0.7, -1.1, 0.4], [-0.6, 2.0, 1.7], [-1.4, 0.6, 1.1], [-1.5, -0.2, 0.9], [0.3, 1.3, -0.3], [1.7, 0.6, 0.5], [2.3, -1.5, 0.4], [0.4, 1.6, 1.6], [-0.4, -0.3, -0.4], [-0.2, -0.6, -1.1], [0.1, 0.3, 0.2], [0.3, -2.0, -2.1], [0.2, 0.0, -0.3], [0.3, -0.5, -0.6], [1.0, -0.4, -0.4]],
  "homo_lumo_gap_ha": [0.2132, 0.2132],
  "e_above_lowest_kcal_mol": 11.3,
  "total_charge": 1
}

***

Record 6
{
  "formula": "C41H34BrF3IN4O6SbSeSiTi",
  "method": "the ωB97M-V functional and the def2-TZVPD basis",
  "elements": ["Ti", "Br", "C", "C", "C", "C", "C", "C", "N", "N", "C", "C", "C", "C", "O", "C", "N", "C", "C", "C", "C", "H", "H", "H", "H", "H", "H", "H", "H", "H", "I", "C", "C", "C", "C", "N", "C", "H", "H", "H", "H", "O", "Se", "O", "O", "O", "F", "C", "C", "C", "C", "C", "C", "Sb", "C", "C", "C", "C", "F", "C", "C", "C", "C", "C", "C", "F", "C", "C", "H", "H", "H", "H", "H", "H", "H", "H", "H", "H", "H", "H", "C", "Si", "C", "C", "O", "H", "H", "H", "H", "H", "H", "H", "H", "H"],
  "positions_angstrom": [[2.46625, -0.71562, 1.32723], [-4.44965, 0.33498, -3.40656], [-4.15115, -1.37246, -2.62477], [-4.38844, -2.49934, -3.39442], [-4.19266, -3.74828, -2.83250], [-3.72461, -3.87421, -1.52814], [-3.51185, -2.72892, -0.76203], [-3.72553, -1.47365, -1.30958], [-3.66787, -5.20077, -0.99600], [-2.76014, -5.60392, -0.22919], [-1.57663, -4.89788, 0.05315], [-1.14796, -5.01872, 1.37039], [-0.13049, -4.24611, 1.90121], [0.56182, -3.30359, 1.10880], [1.39722, -2.49346, 1.60944], [0.27330, -3.33981, -0.32537], [1.09718, -2.62069, -1.10765], [0.93255, -2.64714, -2.40419], [-0.04787, -3.43518, -3.02977], [-0.88854, -4.18296, -2.25200], [-0.77836, -4.13407, -0.84576], [-4.72787, -2.39876, -4.41635], [-4.39117, -4.64640, -3.40376], [-3.15980, -2.81789, 0.25718], [-3.54428, -0.58551, -0.71709], [-1.69808, -5.69947, 2.01002], [0.13253, -4.31466, 2.94845], [1.61856, -2.04274, -2.99258], [-0.12010, -3.45906, -4.11014], [-1.62234, -4.83245, -2.71156], [6.26377, -3.98162, 4.40759], [5.18011, -2.24429, 3.99751], [5.83485, -0.96405, 4.05309], [5.16573, 0.14913, 3.73622], [3.70829, 0.10584, 3.39055], [3.16492, -1.22954, 3.24301], [3.91615, -2.31100, 3.49683], [6.88590, -0.91649, 4.31366], [5.65731, 1.11475, 3.71846], [3.11982, 0.67683, 4.13638], [3.45024, -3.25956, 3.24910], [5.25200, -0.38181, -1.26301], [3.93482, -1.28261, -0.98818], [3.40121, 0.68417, 2.12590], [2.66096, -0.15777, -0.47434], [3.99122, -1.86147, 0.62518], [-2.27563, 3.83806, -6.77952], [-1.79731, 3.32277, -5.61519], [-1.71185, 4.14921, -4.51136], [-1.22683, 3.61516, -3.32690], [-0.82948, 2.28032, -3.23568], [-0.93868, 1.49065, -4.37579], [-1.42007, 1.99961, -5.57838], [-0.10641, 1.36767, -1.39768], [1.52599, 2.74024, -1.16438], [2.00984, 3.51420, -2.21432], [3.10613, 4.35156, -2.04097], [3.71155, 4.39040, -0.80327], [4.78622, 5.20759, -0.63410], [3.27479, 3.62765, 0.25942], [2.17594, 2.80473, 0.06711], [-1.48235, 2.57850, -0.25149], [-1.07403, 3.40616, 0.78705], [-1.99587, 4.09321, 1.56806], [-3.33571, 3.94594, 1.28284], [-4.24642, 4.61436, 2.04017], [-3.78847, 3.14838, 0.25127], [-2.84779, 2.46698, -0.50798], [-2.02262, 5.18278, -4.58859], [-1.15877, 4.25350, -2.45322], [-0.65049, 0.44560, -4.33283], [-1.51082, 1.38696, -6.46508], [1.54214, 3.47293, -3.19063], [3.49561, 4.95413, -2.85106], [3.79821, 3.63479, 1.20532], [1.85239, 2.18862, 0.89571], [-0.01969, 3.52060, 1.00272], [-1.68459, 4.72339, 2.39066], [-4.84984, 3.05915, 0.05933], [-3.19718, 1.83512, -1.31608], [-0.07353, -1.26844, 4.14246], [-0.27202, 0.12681, 2.90680], [-2.06974, 0.03827, 2.33844], [0.03214, 1.73648, 3.85334], [0.72542, 0.06263, 1.61884], [-0.66713, -1.05453, 5.03745], [0.97384, -1.39225, 4.42115], [-0.41857, -2.21233, 3.71758], [-2.75317, 0.35257, 3.13200], [-2.31302, -0.99665, 2.07954], [-2.25847, 0.66046, 1.46569], [-0.86427, 2.08276, 4.37453], [0.37074, 2.52975, 3.18625], [0.81852, 1.58186, 4.59632]],
  "forces_ev_per_angstrom": [[-0.2, -0.2, 0.2], [0.0, 0.0, 0.0], [-0.1, 0.0, -0.1], [0.0, 0.1, 0.0], [0.1, 0.0, 0.0], [0.0, -0.1, 0.1], [0.0, 0.0, 0.0], [0.0, 0.0, 0.0], [0.1, -0.1, 0.1], [0.0, 0.2, -0.1], [-0.2, -0.2, 0.2], [0.0, 0.1, 0.0], [0.0, 0.0, 0.0], [0.1, 0.2, 0.2], [0.0, -0.5, -0.2], [0.0, 0.0, -0.1], [0.0, 0.0, 0.0], [0.0, 0.0, 0.0], [0.0, 0.0, 0.0], [0.0, 0.0, 0.0], [0.1, 0.2, -0.1], [0.0, 0.0, 0.0], [0.0, 0.0, 0.0], [0.0, 0.0, 0.0], [0.0, 0.0, 0.0], [0.0, 0.0, 0.0], [0.0, 0.0, 0.0], [0.0, 0.0, 0.0], [0.0, 0.0, 0.0], [0.0, 0.0, 0.0], [0.0, 0.0, 0.0], [-0.1, -0.1, 0.0], [0.1, 0.0, 0.0], [0.0, 0.1, 0.0], [-0.1, 0.1, 0.0], [0.2, 0.0, 0.0], [0.0, 0.0, 0.1], [0.0, 0.0, 0.0], [0.0, 0.0, 0.0], [0.0, 0.0, 0.0], [0.0, 0.0, 0.0], [0.0, 0.0, 0.0], [-0.1, 0.0, 0.0], [0.1, 0.3, 0.1], [0.0, 0.2, -0.2], [-0.1, 0.0, 0.0], [0.0, 0.0, 0.0], [0.0, 0.0, 0.0], [0.0, 0.0, 0.0], [0.0, 0.0, 0.0], [0.0, 0.0, 0.0], [0.0, 0.0, 0.0], [0.0, 0.0, 0.0], [0.1, 0.1, 0.0], [0.0, 0.0, -0.1], [0.0, 0.0, 0.0], [0.0, 0.0, 0.0], [0.0, 0.0, 0.0], [0.0, 0.0, 0.0], [0.0, 0.0, 0.0], [0.0, 0.0, 0.0], [0.0, 0.0, 0.0], [0.0, 0.0, 0.0], [-0.1, 0.0, 0.0], [0.0, 0.0, 0.0], [0.0, 0.0, 0.0], [0.0, 0.0, 0.0], [0.0, 0.0, 0.0], [0.0, 0.0, 0.0], [0.0, 0.0, 0.0], [0.0, 0.0, 0.0], [0.0, 0.0, 0.0], [0.0, 0.0, 0.0], [0.0, 0.0, 0.0], [0.0, 0.0, 0.0], [0.0, -0.1, 0.0], [0.0, 0.0, 0.0], [0.0, 0.0, 0.0], [0.0, 0.0, 0.0], [0.0, 0.0, 0.0], [0.0, 0.0, 0.0], [0.0, 0.0, -0.1], [0.1, 0.0, 0.0], [0.0, -0.1, 0.0], [0.0, 0.0, 0.0], [0.0, 0.0, 0.0], [0.0, 0.0, 0.0], [0.0, 0.0, 0.0], [0.0, 0.0, 0.0], [0.0, 0.0, 0.0], [0.0, 0.1, -0.1], [0.0, 0.0, 0.0], [0.0, 0.0, 0.0], [0.0, 0.0, 0.0]],
  "homo_lumo_gap_ha": 0.2001,
  "e_above_lowest_kcal_mol": 0.0,
  "total_charge": -2
}